Record 1
{
  "formula": "C19H43N2O2P3Pr",
  "method": "ωB97M-V with the def2-TZVPD basis set",
  "spin_multiplicity": 3,
  "gap_ha": [0.10316, 0.09238],
  "total_charge": 3,
  "relative_energy_kj_mol": 1076.8,
  "species": ["Pr", "P", "P", "P", "H", "C", "C", "H", "C", "C", "C", "C", "C", "C", "C", "C", "C", "H", "H", "H", "H", "H", "H", "H", "H", "H", "H", "H", "H", "H", "H", "H", "H", "H", "H", "H", "H", "H", "H", "H", "H", "H", "H", "H", "H", "H", "C", "C", "C", "C", "C", "C", "O", "H", "H", "H", "H", "H", "H", "C", "N", "C", "N", "O", "H", "H", "H", "H", "H", "H"],
  "coordinates": [[0.0000, 0.0000, 0.0000], [0.0358, 0.1572, 2.2823], [-0.9675, -2.0480, -0.4288], [-2.0584, 1.0361, -0.2270], [1.3590, 0.8917, -2.3479], [0.5494, 1.2440, -1.7058], [0.8938, 1.9157, -0.4608], [1.9426, 2.0329, -0.2026], [1.5821, -0.1700, 3.2546], [-1.1237, -0.7845, 3.3886], [-0.2713, 1.8681, 2.9305], [-1.2562, -2.5779, -2.1906], [-0.1697, -3.6162, 0.1746], [-2.6588, -2.4672, 0.2239], [-2.1079, 2.8804, -0.3767], [-3.4131, 0.8665, 1.0258], [-3.0129, 0.6413, -1.7626], [-0.2620, 1.6519, -2.3119], [0.3246, 2.7927, -0.1650], [2.4174, 0.3790, 2.8100], [1.8152, -1.2372, 3.2352], [1.4635, 0.1455, 4.2981], [-0.9284, -1.8555, 3.2738], [-2.1580, -0.5958, 3.0915], [-1.0003, -0.5112, 4.4444], [0.4806, 2.5369, 2.5021], [-0.2177, 1.9098, 4.0253], [-1.2540, 2.2234, 2.6104], [-1.7181, -3.5712, -2.2542], [-0.3047, -2.5874, -2.7273], [-1.9022, -1.8479, -2.6843], [-0.7788, -4.4887, -0.0883], [-0.0659, -3.5691, 1.2631], [0.8244, -3.7458, -0.2584], [-2.9304, -3.4954, -0.0412], [-3.4161, -1.7959, -0.1866], [-2.6626, -2.3671, 1.3128], [-3.1419, 3.2061, -0.5322], [-1.4995, 3.2103, -1.2224], [-1.7181, 3.3449, 0.5326], [-4.3282, 1.3534, 0.6703], [-3.1059, 1.3420, 1.9611], [-3.6240, -0.1836, 1.2308], [-3.8993, 1.2791, -1.8549], [-3.3305, -0.4034, -1.7575], [-2.3603, 0.7951, -2.6259], [-4.6145, -1.2366, -5.9730], [-4.5118, -1.4420, -7.3519], [-4.1043, -0.3947, -8.1783], [-3.7991, 0.8546, -7.6392], [-3.9053, 1.0484, -6.2597], [-4.3107, 0.0119, -5.4230], [-5.0104, -2.2285, -5.1068], [-5.1878, -3.0342, -5.6185], [-4.7496, -2.4163, -7.7757], [-4.0268, -0.5613, -9.2489], [-3.4824, 1.6676, -8.2848], [-3.6701, 2.0173, -5.8280], [-4.3967, 0.1515, -4.3500], [3.8804, -3.1336, -0.7118], [4.1974, -1.8751, -0.0733], [3.2818, -0.9003, 0.2020], [3.7344, 0.2540, 0.7473], [2.0856, -1.0892, -0.0598], [2.8143, -3.2080, -0.9859], [4.1454, -3.9697, -0.0318], [4.4743, -3.2262, -1.6451], [5.1885, -1.7154, 0.1650], [3.1275, 1.0256, 1.0025], [4.7384, 0.3796, 0.9459]],
  "atomic_forces_ev_per_a": [[8.60, -4.26, -0.43], [0.33, 1.19, 11.37], [-4.65, -9.54, -3.60], [-10.23, 5.20, -1.30], [-0.02, -0.61, 0.41], [2.39, 4.94, -0.83], [1.25, 2.77, -5.13], [0.06, -0.67, 0.16], [0.50, -0.17, -0.63], [-0.41, -0.48, -0.84], [-0.18, 0.40, -0.93], [0.34, 0.78, -0.18], [0.99, 0.51, 0.61], [-0.19, 0.94, 0.50], [0.31, 0.21, 0.03], [0.20, -0.27, 0.44], [0.35, -0.44, -0.27], [-0.31, -0.30, 0.37], [-0.46, -0.41, 0.35], [-0.12, -0.20, 0.30], [0.03, 0.08, -0.06], [-0.28, 0.02, -0.31], [-0.05, 0.07, 0.13], [0.05, -0.04, 0.14], [0.22, 0.14, -0.37], [-0.05, 0.09, 0.19], [0.07, -0.30, -0.27], [0.10, 0.06, 0.14], [0.12, 0.25, 0.29], [-0.04, -0.08, -0.01], [-0.01, -0.16, -0.07], [-0.17, 0.46, -0.07], [0.04, -0.16, -0.08], [-0.12, 0.12, 0.06], [0.38, 0.19, -0.07], [0.07, -0.17, 0.05], [-0.12, -0.12, -0.05], [0.16, -0.15, 0.05], [-0.14, 0.02, 0.02], [-0.11, 0.03, -0.06], [0.26, -0.05, -0.09], [-0.14, -0.03, -0.09], [-0.09, 0.14, 0.01], [0.23, -0.01, 0.19], [-0.05, 0.15, -0.09], [-0.22, -0.01, -0.09], [0.05, 0.17, -0.15], [0.05, 0.18, 0.23], [-0.02, 0.01, 0.26], [-0.03, -0.12, 0.22], [0.05, -0.15, -0.18], [0.13, -0.23, -0.34], [0.16, -0.15, -0.30], [-0.04, 0.28, 0.20], [0.01, 0.16, 0.06], [-0.02, 0.04, 0.17], [-0.07, -0.12, 0.10], [-0.06, -0.06, -0.10], [-0.12, 0.00, -0.06], [0.21, -1.01, -0.52], [-0.24, 1.78, 0.79], [3.33, -1.33, -0.18], [0.98, 0.22, 0.20], [-1.78, 0.28, 0.00], [0.60, 0.25, 0.27], [-0.21, 0.44, -0.48], [-0.36, -0.04, 0.58], [-0.93, -0.09, -0.23], [0.35, -0.59, -0.23], [-0.94, -0.05, -0.21]]
}

=====

Record 2
{
  "formula": "C19H43N2OP3SSm",
  "method": "ωB97M-V with the def2-TZVPD basis set",
  "spin_multiplicity": 6,
  "gap_ha": [0.19062, 0.23875],
  "total_charge": 3,
  "species": ["Sm", "P", "P", "P", "H", "C", "C", "H", "C", "C", "C", "C", "C", "C", "C", "C", "C", "H", "H", "H", "H", "H", "H", "H", "H", "H", "H", "H", "H", "H", "H", "H", "H", "H", "H", "H", "H", "H", "H", "H", "H", "H", "H", "H", "H", "H", "C", "C", "C", "C", "C", "C", "S", "H", "H", "H", "H", "H", "H", "C", "N", "C", "N", "O", "H", "H", "H", "H", "H", "H"],
  "coordinates": [[0.4509, -0.2005, 0.1194], [1.9907, 1.7176, 1.6648], [-1.3968, 0.7080, 2.2991], [-1.5374, 2.5600, -1.2223], [0.4030, -3.5783, -5.7587], [0.5694, -2.5372, -6.0626], [1.6507, -1.8128, -5.7125], [2.4351, -2.1941, -5.0629], [3.3879, 0.9153, 2.5449], [1.5373, 2.9048, 2.9948], [2.9198, 2.8899, 0.6060], [-2.9931, -0.1672, 2.1366], [-0.8185, 0.0158, 3.8940], [-2.0146, 2.3022, 2.9706], [-1.4813, 3.2262, -2.8912], [-0.7458, 3.7307, -0.1145], [-3.2662, 2.3739, -0.7721], [-0.1937, -2.0650, -6.7000], [1.7571, -0.8170, -6.1337], [3.5705, -0.0942, 2.1522], [3.1851, 0.8548, 3.6242], [4.2819, 1.5306, 2.3685], [1.2007, 2.3843, 3.9022], [0.7573, 3.6023, 2.6604], [2.4420, 3.4815, 3.2450], [3.2272, 2.3846, -0.3229], [3.8034, 3.2049, 1.1838], [2.3081, 3.7707, 0.3637], [-3.6340, 0.1114, 2.9869], [-2.8288, -1.2523, 2.1497], [-3.4875, 0.1096, 1.1959], [-1.6545, 0.0828, 4.6070], [0.0305, 0.5957, 4.2783], [-0.4962, -1.0281, 3.8037], [-2.6302, 2.0673, 3.8533], [-2.6395, 2.8368, 2.2449], [-1.1852, 2.9514, 3.2799], [-2.3509, 3.8908, -3.0583], [-1.4860, 2.3860, -3.5981], [-0.5139, 3.7287, -3.0177], [-1.0815, 4.7510, -0.3666], [0.3473, 3.7097, -0.1877], [-1.0021, 3.5561, 0.9367], [-3.8791, 3.1329, -1.2831], [-3.4336, 2.4969, 0.3049], [-3.6324, 1.3746, -1.0317], [0.4868, -1.1054, -2.7274], [-0.8347, -1.2721, -3.2140], [-1.3853, -2.5441, -3.3335], [-0.5855, -3.6651, -3.0642], [0.7345, -3.5189, -2.6135], [1.2890, -2.2415, -2.4410], [1.1267, 0.5041, -2.5614], [-0.9328, 1.3078, -1.7187], [-1.4035, -0.3782, -3.5321], [-2.4005, -2.6794, -3.7174], [-0.9706, -4.6702, -3.2390], [1.3856, -4.3948, -2.4661], [2.3635, -2.0973, -2.2366], [0.2972, -4.6224, 0.7325], [0.6933, -4.1044, 2.0307], [1.0422, -2.8440, 2.2610], [1.4273, -2.4960, 3.5055], [0.9604, -1.9140, 1.3536], [-0.2574, -3.8660, 0.1729], [-0.3330, -5.4952, 0.8952], [1.1701, -4.9551, 0.1617], [0.8290, -4.7614, 2.8003], [1.8297, -1.5787, 3.6570], [1.5953, -3.2008, 4.2196]],
  "atomic_forces_ev_per_a": [[0.19, -0.21, -1.90], [1.05, 1.12, 0.81], [-0.84, 0.04, 0.87], [-0.93, 0.28, -1.58], [0.14, 0.51, -0.11], [0.61, 0.69, 0.16], [-1.14, -0.72, -0.44], [-0.04, 0.01, -0.26], [0.09, -0.59, -0.20], [-0.46, 0.01, 0.07], [0.00, -0.20, -0.44], [-0.07, -0.14, -0.18], [0.32, -0.22, 0.01], [0.12, 0.34, -0.21], [-0.07, 0.23, -0.20], [0.59, 0.02, 0.68], [-0.55, -0.21, 0.48], [0.38, -0.45, 0.21], [0.14, -0.04, 0.24], [0.16, 0.23, 0.16], [0.07, 0.01, -0.33], [-0.21, -0.32, 0.25], [0.06, 0.22, -0.27], [0.28, -0.13, 0.15], [-0.28, -0.21, -0.11], [0.06, 0.35, 0.24], [-0.32, 0.04, -0.38], [0.30, -0.25, 0.03], [0.12, -0.19, -0.31], [-0.14, 0.19, -0.04], [-0.01, -0.14, 0.29], [0.32, -0.05, -0.17], [-0.25, -0.10, -0.02], [-0.23, 0.25, 0.03], [0.21, 0.11, -0.31], [0.12, -0.08, 0.26], [-0.31, -0.16, -0.05], [0.66, -0.17, -0.04], [-0.18, 0.26, 0.10], [-0.32, 0.13, -0.11], [-0.02, -0.41, -0.18], [-0.24, 0.00, -0.26], [-0.07, -0.10, -0.30], [0.28, -0.25, 0.07], [0.16, 0.01, -0.24], [0.03, 0.23, -0.19], [-0.37, -0.85, 0.07], [-0.18, 0.12, 0.50], [0.31, -0.19, -0.22], [0.28, -0.03, 0.30], [0.15, 0.09, -0.18], [-0.43, 0.19, -0.11], [0.25, 0.63, 1.34], [0.39, 0.36, 1.44], [0.35, -0.61, 0.23], [0.38, 0.07, 0.14], [0.01, 0.29, 0.08], [-0.49, 0.41, -0.10], [-0.65, -0.14, 0.06], [0.00, -0.38, -0.29], [0.36, 0.63, 0.40], [-0.03, 0.02, 0.19], [0.21, -0.07, -0.17], [-0.02, -0.77, 0.72], [0.11, -0.17, 0.09], [-0.09, 0.13, -0.03], [-0.12, 0.20, 0.05], [-0.12, 0.20, -0.46], [-0.09, -0.34, -0.08], [-0.02, 0.29, -0.25]]
}

=====

Record 3
{
  "formula": "C19H43N2OP3SeTb",
  "method": "ωB97M-V with the def2-TZVPD basis set",
  "spin_multiplicity": 7,
  "gap_ha": [0.18399, 0.18882],
  "total_charge": 3,
  "relative_energy_kj_mol": 0.0,
  "species": ["Tb", "P", "P", "P", "H", "C", "C", "H", "C", "C", "C", "C", "C", "C", "C", "C", "C", "H", "H", "H", "H", "H", "H", "H", "H", "H", "H", "H", "H", "H", "H", "H", "H", "H", "H", "H", "H", "H", "H", "H", "H", "H", "H", "H", "H", "H", "C", "C", "C", "C", "C", "C", "Se", "H", "H", "H", "H", "H", "H", "C", "N", "C", "N", "O", "H", "H", "H", "H", "H", "H"],
  "coordinates": [[-0.4273, 0.7990, -0.4394], [-1.1576, -1.3939, 1.7682], [1.1865, 1.4714, 2.0174], [-1.1485, -1.5930, -1.8180], [1.5316, 2.5499, -2.0558], [0.5990, 1.9775, -2.2325], [-0.5966, 2.5825, -1.8411], [-0.5309, 3.5226, -1.2873], [-0.0731, -2.7846, 2.2962], [-1.5127, -0.6904, 3.4292], [-2.7114, -2.3634, 1.5542], [2.5269, 2.5975, 1.4687], [0.3363, 2.5527, 3.2230], [2.1260, 0.4274, 3.1925], [-0.6119, -1.4409, -3.5684], [-2.9167, -2.0312, -2.0728], [-0.5027, -3.2816, -1.4713], [0.6420, 1.3238, -3.1260], [-1.5574, 2.3996, -2.3747], [-0.5699, -3.3479, 3.1022], [0.8854, -2.3914, 2.6561], [0.1139, -3.4521, 1.4462], [-2.0524, -1.4424, 4.0228], [-2.1393, 0.2056, 3.3396], [-0.5893, -0.4202, 3.9520], [-2.9772, -2.8233, 2.5169], [-2.5847, -3.1544, 0.8054], [-3.5324, -1.7089, 1.2361], [3.0689, 2.9436, 2.3597], [2.1002, 3.4582, 0.9351], [3.2131, 2.0586, 0.7996], [1.1070, 3.0951, 3.7867], [-0.2620, 1.9520, 3.9157], [-0.3153, 3.2744, 2.7214], [2.6758, 1.1004, 3.8665], [2.8301, -0.2147, 2.6530], [1.4533, -0.1961, 3.7926], [-0.8927, -2.3557, -4.1133], [0.4761, -1.3038, -3.6180], [-1.1058, -0.5785, -4.0368], [-3.0494, -2.5158, -3.0497], [-3.5239, -1.1187, -2.0507], [-3.2791, -2.7062, -1.2883], [-0.5882, -3.8937, -2.3827], [-1.0652, -3.7698, -0.6655], [0.5538, -3.2194, -1.1824], [3.4784, -1.0345, -1.8135], [3.4263, 0.2168, -2.4559], [3.9514, 0.3413, -3.7400], [4.5366, -0.7581, -4.3741], [4.5736, -2.0011, -3.7316], [4.0103, -2.1463, -2.4744], [2.9403, -1.3776, 0.0030], [4.3047, -1.1575, 0.5326], [3.0000, 1.0807, -1.9350], [3.9130, 1.3163, -4.2513], [4.9558, -0.6526, -5.3803], [5.0378, -2.8575, -4.2160], [4.0188, -3.1024, -1.9502], [-4.3709, 1.2589, 1.6604], [-3.7576, 2.5855, 1.6118], [-2.6526, 2.8434, 0.9240], [-2.2402, 4.1205, 0.7792], [-1.9358, 1.8774, 0.4731], [-3.6459, 0.4584, 1.4665], [-5.1846, 1.1838, 0.9280], [-4.7847, 1.1296, 2.6644], [-4.2655, 3.3961, 1.9591], [-1.5710, 4.3339, 0.0577], [-2.8906, 4.8453, 1.0805]],
  "atomic_forces_ev_per_a": [[0.34, -5.23, 5.45], [-0.10, -0.76, 0.64], [0.46, 0.42, 0.30], [-0.54, -1.75, -1.22], [-0.46, -0.75, 0.62], [-1.54, 4.31, -2.66], [2.67, 2.11, -4.40], [0.05, -0.50, 0.11], [0.20, 0.16, -0.26], [-0.15, 0.32, -0.05], [-0.16, 0.23, -0.22], [-0.08, -0.14, -0.29], [-0.20, 0.04, -0.07], [-0.11, -0.33, -0.15], [0.14, 0.39, 0.00], [-0.34, 0.56, 0.21], [0.49, 0.16, 0.39], [-0.20, -0.40, 0.92], [0.48, -0.45, 0.75], [0.18, 0.22, -0.28], [-0.16, -0.19, -0.06], [0.04, 0.09, 0.26], [0.22, 0.25, -0.11], [0.10, -0.15, 0.14], [-0.24, -0.07, -0.11], [0.08, 0.08, -0.33], [-0.05, 0.19, 0.21], [0.06, -0.26, 0.05], [-0.07, 0.01, -0.34], [0.21, -0.09, 0.15], [-0.10, 0.21, 0.20], [-0.27, -0.10, -0.06], [0.08, 0.16, -0.10], [0.09, -0.02, 0.13], [-0.13, -0.20, -0.20], [-0.10, 0.15, 0.22], [0.24, 0.12, -0.14], [0.11, 0.36, 0.17], [-0.15, -0.07, -0.09], [0.12, -0.20, -0.04], [0.14, 0.11, 0.28], [-0.10, -0.25, -0.10], [0.14, 0.23, -0.18], [-0.04, 0.29, 0.29], [0.18, 0.19, -0.20], [-0.15, -0.19, -0.06], [0.04, -0.13, -0.66], [-0.10, -0.50, 0.49], [-0.08, 0.28, -0.30], [-0.03, -0.10, -0.02], [-0.04, 0.24, -0.42], [0.04, 0.18, 0.39], [-0.14, 0.48, -0.19], [-0.36, 0.08, 0.13], [0.44, -0.35, -0.12], [0.09, -0.56, 0.27], [-0.13, -0.01, 0.47], [-0.12, 0.19, 0.05], [0.11, 0.18, -0.28], [-0.51, -0.22, 0.37], [0.73, 0.23, -0.68], [-0.52, 0.43, 0.84], [-0.66, -0.47, 0.18], [-0.48, 0.54, -0.35], [-0.09, 0.55, 0.11], [0.18, 0.07, 0.18], [0.03, -0.13, -0.22], [-0.13, -0.46, -0.01], [-0.14, 0.25, 0.34], [0.52, 0.01, -0.32]]
}